An isolated molecule of CH2Cl2, computed with ωB97M-V with the def2-TZVPD basis set.

Positions of all 5 atoms, in Å:
H1 0.963 -0.456 -0.439
Cl1 -1.278 -0.557 -0.952
Cl2 0.261 1.648 0.213
C1 0.086 -0.112 0.093
H2 -0.032 -0.522 1.085

Results
E_LUMO	1.00	eV
HOMO energy	-11.09	eV
calculated total energy	-959.6795	Eh
SMILES	ClCCl
HOMO-LUMO gap	12.09	eV
relative energy (zero: lowest compared OMol25 entry of this formula, charge and spin)	0.61	kcal/mol
strongest force on any atom	0.9	eV/Å